Molecular formula: C37H33CsN5O3S2
Method: DFT, the ωB97M-V functional and the def2-TZVPD basis

Geometry as XYZ:
```
81
Properties=species:S:1:pos:R:3:forces:R:3:mulliken_charge:R:1
Cs -1.461710 -1.955643 0.293340 -1.1 -0.5 -1.2 1.391
C -1.656219 0.181530 -3.218135 0.1 0.0 0.1 -0.888
O -1.182766 0.732786 -1.990936 -0.2 0.1 -0.1 -0.182
C -1.779254 1.901146 -1.587688 0.0 0.0 0.0 0.565
C -2.496303 2.723838 -2.449799 0.1 -0.1 0.0 -0.696
C -3.044953 3.911983 -1.986024 0.0 0.0 0.0 -0.693
C -2.886360 4.280125 -0.661348 0.0 0.0 0.1 -0.884
C -2.183998 3.453171 0.202022 0.0 0.0 -0.1 -0.175
C -1.620727 2.258247 -0.240815 -0.1 0.0 0.1 0.128
N -0.936987 1.336121 0.598712 -0.1 0.1 0.0 0.256
N -0.688625 1.837725 1.732132 0.1 0.0 0.2 -0.122
C -0.151527 1.076014 2.731687 -0.1 0.1 0.0 0.066
C 0.271101 -0.290248 2.597134 0.0 0.1 0.2 0.515
O 0.456548 -0.875840 1.504979 1.1 0.5 0.8 -0.678
C 0.456728 -1.023064 3.842338 0.1 -0.1 0.0 -1.064
C 0.410753 -0.433612 5.050602 0.0 0.0 0.0 -0.864
C 0.169965 0.974494 5.188537 0.0 0.0 0.0 1.048
C 0.193181 1.592906 6.450208 0.0 0.0 0.0 -0.827
C -0.049910 2.937144 6.586760 0.0 0.0 0.0 -0.532
C -0.328852 3.692831 5.438608 0.0 0.0 0.0 -0.690
C -0.364671 3.106799 4.196000 0.0 0.0 0.0 -0.547
C -0.114677 1.726321 4.028678 0.0 0.0 0.0 0.439
H -2.739445 0.050171 -3.178580 0.0 0.0 0.0 0.458
H -1.152224 -0.773219 -3.322903 0.0 0.0 0.0 -0.150
H -1.392252 0.816762 -4.066587 0.0 0.0 0.0 0.416
H -2.630868 2.445311 -3.483465 0.0 0.0 0.0 0.392
H -3.605250 4.541297 -2.666316 0.0 0.0 0.0 0.389
H -3.322377 5.199714 -0.292514 0.0 0.0 0.0 0.398
H -2.072479 3.706092 1.246053 0.0 0.0 0.0 0.352
H 0.644242 -2.085388 3.738872 0.0 0.0 0.0 0.510
H 0.560318 -1.019468 5.952166 0.0 0.0 0.0 0.342
H 0.408791 0.980376 7.319236 0.0 0.0 0.0 0.356
H -0.028172 3.406386 7.562192 0.0 0.0 0.0 0.375
H -0.518858 4.756129 5.528302 0.0 0.0 0.0 0.381
H -0.580377 3.702986 3.320460 0.0 0.0 0.0 0.305
S -5.122366 -6.128472 0.912036 -0.1 -0.1 0.1 -0.329
C -4.845565 -5.511991 2.479472 0.0 0.1 -0.1 -0.392
C -4.013040 -4.430749 2.443878 0.0 0.0 0.1 -0.737
C -3.527648 -4.019413 1.149867 -0.4 -0.4 0.1 -0.730
C -4.072348 -4.883880 0.225446 0.2 0.3 -0.1 0.786
C -3.877173 -4.885796 -1.229481 0.0 -0.1 0.0 -0.018
C -4.571637 -5.781497 -2.069193 0.0 0.0 0.0 -0.710
C -4.355770 -5.770029 -3.429964 0.0 0.0 0.0 -0.366
C -3.446546 -4.866464 -3.966892 0.0 0.0 0.0 -0.856
C -2.808579 -4.017463 -3.079984 0.0 0.0 0.0 -0.067
N -3.005699 -4.010859 -1.765227 0.0 0.0 0.1 0.085
H -5.307885 -5.973701 3.340960 0.0 0.0 0.0 0.406
H -3.741789 -3.921664 3.365521 0.0 0.0 0.0 0.372
H -5.279324 -6.481069 -1.645004 0.0 0.0 0.0 0.257
H -4.891707 -6.462228 -4.069319 0.0 0.0 0.0 0.390
H -3.235213 -4.819688 -5.026639 0.0 0.0 0.0 0.385
H -2.081790 -3.296207 -3.448483 0.0 0.0 0.0 0.316
C 1.508494 3.142727 -0.927334 0.0 0.1 0.0 -1.072
C 2.684873 2.322111 -0.413248 0.0 0.0 0.0 -0.018
C 2.299653 0.915067 0.019387 0.0 -0.1 0.0 0.261
N 1.769348 0.116514 -1.088704 -0.1 0.2 0.1 1.101
C 2.088949 -1.102936 -1.472078 0.2 -0.2 -0.2 -0.385
S 1.174924 -1.982703 -2.570928 0.0 -0.1 0.1 -0.337
N 3.248813 -1.711433 -0.953929 -0.2 0.1 0.1 0.133
C 4.547483 -1.263494 -0.843531 0.1 0.0 -0.1 -0.091
O 5.364613 -1.902159 -0.211584 0.0 0.0 0.0 -0.658
C 4.941729 -0.042565 -1.611495 0.0 0.0 0.0 0.532
C 4.421351 0.226243 -2.873090 0.0 0.0 0.0 0.131
C 4.869979 1.333593 -3.579543 0.0 0.0 0.0 -0.751
C 5.821162 2.175613 -3.022063 0.0 0.0 0.0 -0.415
C 6.344847 1.901580 -1.764144 0.0 0.0 0.0 -0.571
C 5.916204 0.784918 -1.065478 0.0 0.0 0.0 -0.379
H 1.823039 4.161396 -1.161911 0.0 0.0 0.0 0.531
H 0.705916 3.199792 -0.187935 0.2 0.0 -0.1 0.072
H 1.084093 2.717538 -1.841535 0.0 0.0 0.0 0.218
H 3.122790 2.818137 0.458226 0.0 0.0 0.0 0.442
H 3.467325 2.273158 -1.172892 0.0 0.0 0.0 -0.215
H 1.519481 0.941996 0.781438 0.1 0.0 -0.1 -1.266
H 3.149504 0.396165 0.452998 0.0 0.0 0.0 0.821
H 0.861895 0.418230 -1.441320 0.1 0.0 0.0 -0.257
H 3.146809 -2.704608 -0.794330 0.0 0.1 0.0 0.284
H 3.677121 -0.430774 -3.307727 0.0 0.0 0.0 0.391
H 4.470009 1.540395 -4.564027 0.0 0.0 0.0 0.408
H 6.158371 3.046868 -3.569407 0.0 0.0 0.0 0.386
H 7.089330 2.557612 -1.331123 0.0 0.0 0.0 0.376
H 6.324205 0.540286 -0.093576 0.0 0.0 0.0 0.443
```
Positions in Å, forces in eV/Å.

Its electronic energy is -74717.0183 eV. For the LUMO energy, the calculation gives 1.968 eV. As for the HOMO-LUMO gap: 0.2219 Eh. The highest occupied orbital energy is -0.1496 Eh. The charge is -1.